Model w:
Entry from the Open Molecules 2025 dataset: C4H7NO as an isolated structure (wB97M-V/def2-TZVPD).

Values from the calculation:
Orbital gap: 9.759 eV
HOMO: -8.761 eV
LUMO: 0.997 eV

Each line ends with the natural charge from an NBO analysis.
Positions of all 13 atoms, in Å:
O: 0.03769 -1.34738 -0.37584  -0.538
N: 0.04519 1.31235 -0.89458  -0.705
C: -0.63182 0.76450 0.29685  -0.188
C: 1.12263 -0.73750 0.33820  -0.210
C: 0.78374 0.67651 0.70957  -0.073
C: -1.12530 -0.65021 0.02770  -0.093
H: -1.87605 -0.75046 -0.76147  0.198
H: -1.53929 -1.05570 0.96428  0.175
H: 0.88153 1.84785 -0.61097  0.422
H: 1.29604 -1.24307 1.30250  0.206
H: 2.02858 -0.84214 -0.26777  0.208
H: 0.25204 0.59010 -1.57852  0.388
H: -1.34081 1.46178 0.74408  0.211



Model x:
Entry from the Open Molecules 2025 dataset: C4H7NO as an isolated structure (wB97M-V/def2-TZVPD).

Values from the calculation:
Orbital gap: 7.852 eV
HOMO: -7.559 eV
LUMO: 0.294 eV

Each line ends with the natural charge from an NBO analysis.
Positions of all 13 atoms, in Å:
O: -0.03060 -1.23102 2.10369  -0.513
N: 1.53637 -0.33781 -0.23038  -0.602
C: -0.56817 -0.59414 1.22306  0.380
C: 0.15136 -0.27232 -0.01665  -0.048
C: -0.50686 1.43715 -0.56252  -0.697
C: 0.65464 -1.21939 -1.07459  -0.365
H: 0.53431 -2.22618 -0.64236  0.160
H: -0.50317 1.72704 -1.62212  0.273
H: -0.42116 0.27480 -0.99025  0.409
H: -1.62789 -0.27751 1.28724  0.125
H: -1.47993 1.59807 -0.10145  0.234
H: 1.91939 -0.77736 0.61326  0.369
H: 0.31238 1.94399 -0.06205  0.275



Which of them is the most stable, and which is the least stable? model w and model x, in that order.